This record from the Open Molecules 2025 dataset describes 9 unconnected molecules or ions with the total composition C43H112N8O14 at a distorted geometry. The level of theory is the ωB97M-V functional and the def2-TZVPD basis.

The structure (SMILES) is COC[C@H](C)N.COC[C@H](C)N.COC[C@H](C)N.COCCNCCOC.COCCNCCOC.COCCNCCOC.COCCNCCOC.COCCNCCOC.CO. The LUMO energy comes out at 0.25 eV. The value obtained for the HOMO-LUMO gap is 8.323 eV. The calculation puts the relative energy (zero: lowest compared OMol25 entry of this formula, charge and spin) at 539.8 kJ/mol.

Geometry as XYZ:
```
177
Properties=species:S:1:pos:R:3:forces:R:3
C 1.99249 24.46405 39.86674 0.231 1.329 -0.014
O 2.86563 25.57118 39.46035 -0.255 -1.002 0.425
C 4.17154 25.48156 40.04150 0.400 -1.664 -0.662
C 5.14287 24.55529 39.17152 -0.443 1.246 -0.532
N 5.49220 25.23823 37.92759 0.791 0.151 -0.611
C 6.65594 24.81757 37.08310 -1.021 1.963 2.081
C 7.96439 25.43148 37.72951 -0.239 -1.928 -0.503
O 8.95118 24.60138 37.20457 1.112 -1.422 -1.476
C 10.18334 24.52846 37.87332 -0.735 1.118 0.125
H 1.21823 24.35397 39.10747 0.532 -0.431 -0.363
H 1.39913 24.71350 40.74640 0.288 0.429 0.419
H 2.55658 23.57056 40.13429 -0.048 -0.149 -0.585
H 4.06821 25.02133 41.02415 0.161 0.071 0.267
H 4.57837 26.48627 40.15611 -0.015 -0.070 -0.244
H 4.71607 23.56470 39.01444 -0.736 -0.168 -0.138
H 6.07658 24.28187 39.66299 0.122 0.576 0.513
H 4.78029 25.71545 37.39322 -0.243 -0.472 0.488
H 6.44229 25.20952 36.08870 0.369 -0.098 0.003
H 6.73385 23.73127 37.03868 0.350 -0.032 -0.018
H 7.95223 25.24026 38.80254 -0.436 0.295 0.410
H 8.25492 26.46811 37.55903 -0.715 0.335 -0.218
H 9.93763 24.31307 38.91318 0.622 -0.151 0.370
H 10.64919 25.50942 37.77945 0.429 0.203 0.397
H 10.87385 23.80856 37.43396 -0.470 -0.256 -0.079
C 17.90762 19.24988 32.99081 0.457 -0.799 1.002
O 17.41728 19.33358 31.69299 -0.741 -0.204 0.101
C 17.97201 20.34996 30.89114 1.543 -0.566 -1.063
C 19.20834 19.74489 29.97603 -1.916 0.037 1.033
N 18.75367 18.46938 29.35243 0.848 -0.205 1.112
C 19.26597 17.27293 30.08440 -0.852 1.026 0.004
C 18.70929 16.05509 29.37304 0.863 -0.462 0.381
O 17.30424 15.81757 29.55916 0.688 0.438 -0.062
C 16.97325 14.51203 29.12397 -0.805 0.324 -0.205
H 17.48996 19.91352 33.74794 0.109 1.234 -0.511
H 18.99760 19.24374 32.98807 0.146 0.297 0.247
H 17.60501 18.33563 33.50137 -0.015 -0.764 -0.806
H 18.27168 21.19940 31.50493 0.240 0.093 -0.036
H 17.15103 20.67356 30.25133 0.220 0.028 -0.288
H 20.10832 19.58820 30.57067 -0.164 -0.335 0.500
H 19.58476 20.45906 29.24365 -0.674 0.158 -0.304
H 17.78965 18.28760 29.59269 -0.709 1.020 -0.485
H 18.91039 17.25513 31.11461 -0.369 0.055 0.316
H 20.34179 17.37066 30.22987 0.211 -0.696 -0.786
H 19.24584 15.21033 29.80500 0.124 -0.433 -0.277
H 18.93817 16.17958 28.31463 -0.060 -0.307 -0.186
H 17.20750 14.32433 28.07611 0.719 0.041 -0.072
H 15.88715 14.42195 29.10483 -0.090 0.114 0.538
H 17.39462 13.75540 29.78584 0.157 -0.142 -0.110
C 6.27443 20.08813 39.78187 -1.088 -0.627 0.413
O 5.00793 19.56872 39.42101 0.096 0.889 -1.185
C 5.10073 18.78024 38.20303 -0.645 -0.457 1.662
C 5.59834 19.36181 36.87819 -0.636 -0.090 1.019
N 4.76165 20.50593 36.57306 -0.114 -0.165 -0.950
C 5.27792 21.36961 35.48317 -0.617 -1.121 0.266
C 5.20763 20.68040 34.07953 0.248 -1.488 2.303
O 5.52530 21.59245 33.14172 0.645 2.704 -2.255
C 5.04877 21.33141 31.82001 -0.138 -0.334 0.944
H 6.92795 19.22807 39.92786 0.678 0.193 -0.270
H 6.11010 20.53223 40.76364 0.294 0.440 -0.167
H 6.58485 20.78920 39.00711 0.603 0.122 0.272
H 4.04923 18.50377 38.12557 0.083 -0.318 -0.572
H 5.66819 17.92936 38.58000 0.280 -0.460 -0.883
H 5.40701 18.53992 36.18828 0.200 0.043 -0.306
H 6.66858 19.56839 36.88038 0.250 0.021 0.002
H 4.58958 20.97164 37.45262 -0.038 0.613 -0.230
H 6.30289 21.62779 35.74936 0.022 0.469 -0.501
H 4.61272 22.22720 35.38243 0.265 0.275 0.257
H 4.22964 20.21062 33.97495 -0.478 0.203 -0.142
H 5.92986 19.86834 33.99550 0.204 -0.499 0.363
H 3.96594 21.31961 31.94431 -0.217 -0.439 -0.666
H 5.47909 20.39810 31.45688 -0.327 -0.375 -0.004
H 5.32095 22.07094 31.06692 0.255 0.427 0.659
C 9.38017 25.35029 33.55820 1.820 0.657 -0.208
O 8.58665 24.34773 34.09274 -1.391 -0.333 -0.993
C 7.25883 24.34892 33.50297 0.752 -0.302 0.414
C 7.29249 24.19238 31.96244 -0.228 -0.983 1.002
N 8.03711 22.95737 31.45097 -2.090 2.150 0.490
C 8.37214 23.21173 30.07307 1.164 -1.187 -0.691
C 9.10925 22.02724 29.40560 -0.661 1.618 0.739
O 10.34430 21.97286 30.03862 2.509 -2.602 1.527
C 11.20451 20.83214 29.67500 0.511 1.038 -1.437
H 9.37253 26.28606 34.11710 -0.259 0.059 0.429
H 9.28512 25.64704 32.51370 -0.785 -0.387 -0.189
H 10.40815 24.98803 33.54644 0.231 -0.063 0.435
H 6.74697 25.24625 33.85069 0.013 0.678 -0.685
H 6.67354 23.60269 34.04026 0.395 -0.638 -0.470
H 7.60497 25.14225 31.52863 0.746 -0.135 -0.217
H 6.24715 24.17468 31.65410 -0.219 -0.556 -0.094
H 8.76531 22.67572 32.09167 0.414 0.441 -0.377
H 9.04351 24.05492 29.91065 -0.021 0.522 0.200
H 7.48310 23.37370 29.46357 -0.315 0.114 0.253
H 9.34896 22.38179 28.40313 -0.767 -0.802 -0.699
H 8.50076 21.14202 29.59063 0.162 -0.353 -0.686
H 12.23565 20.92370 30.01627 -0.179 0.972 0.539
H 11.31803 20.85374 28.59114 -0.119 0.117 -0.329
H 11.04810 19.77023 29.86469 -1.594 0.144 0.831
C 14.06925 18.40210 33.64539 0.548 -0.165 0.618
O 13.70211 18.99063 34.96386 -0.164 -2.623 -1.936
C 13.99271 20.32314 35.06440 0.741 2.573 -0.766
C 13.09149 21.17300 34.19259 -1.403 -0.366 0.938
N 11.69865 20.99620 34.62530 1.361 0.209 -0.489
C 10.78244 21.44207 33.61537 -0.674 -0.792 0.811
C 9.55396 20.51515 33.63722 -0.602 1.310 1.294
O 9.13354 20.32121 35.05498 0.825 -0.440 -1.341
C 8.87438 21.54977 35.69414 -0.735 1.214 -0.456
H 15.07368 17.99010 33.74265 0.300 0.488 -0.034
H 14.00783 19.05970 32.77826 0.174 0.593 0.525
H 13.52357 17.52974 33.28577 -0.912 0.034 1.083
H 15.01794 20.52716 34.75555 0.423 -0.079 0.019
H 13.89895 20.70708 36.08023 -0.132 -0.613 0.270
H 13.23002 20.92406 33.14048 -0.024 -0.198 -0.300
H 13.27292 22.24568 34.25990 0.640 0.101 0.170
H 11.40885 20.17058 35.12973 0.353 -0.321 -0.255
H 11.23775 21.45115 32.62506 -0.066 -0.010 -0.246
H 10.52691 22.45687 33.92032 -0.574 0.298 -0.712
H 9.67316 19.55171 33.14155 0.458 -0.212 0.605
H 8.75246 20.99502 33.07559 -0.408 0.089 0.208
H 9.68908 22.26411 35.81280 0.573 -0.403 -0.313
H 8.46747 21.49452 36.70383 -0.099 -0.973 -0.037
H 8.13924 22.07181 35.08166 -0.117 0.300 0.098
C 17.48497 16.33708 35.99865 2.289 -0.617 -0.740
C 16.19362 15.66982 35.66502 0.270 -0.801 -1.154
C 16.26535 14.08538 35.26691 0.664 2.226 -0.376
O 16.94485 13.94520 34.00383 0.566 -1.456 1.842
C 16.31912 14.54522 32.95003 -0.895 1.340 -1.135
N 15.24521 15.87789 36.66314 -2.189 -0.220 2.415
H 17.96194 16.00213 36.91974 -0.315 0.156 0.349
H 17.45686 17.42390 35.92016 -0.466 0.086 0.520
H 18.23341 16.09550 35.24395 0.174 -0.229 -0.318
H 15.82808 16.32457 34.87396 -0.206 -0.868 -0.864
H 15.30698 13.56684 35.29404 -0.544 0.597 -0.528
H 16.80686 13.52958 36.03239 0.678 0.271 -0.138
H 15.24208 14.37818 32.93688 -0.305 -0.060 0.137
H 16.67495 14.25416 31.96173 0.449 -0.571 0.327
H 16.49175 15.62120 32.97394 -0.179 0.358 -0.064
H 15.21979 16.83506 36.98454 -0.126 0.382 -0.405
H 15.46280 15.39621 37.52380 0.111 -0.529 0.112
C 13.47767 23.68307 31.29982 1.279 1.059 1.260
C 12.74037 25.01331 31.34124 2.380 0.407 0.323
C 13.75860 26.16940 30.87389 -0.074 -1.991 -0.155
O 15.04825 26.11082 31.54734 -1.223 0.946 0.350
C 15.07481 26.81422 32.78289 0.374 -0.606 0.812
N 11.57429 24.84157 30.53037 -0.912 0.475 -1.000
H 13.91999 23.53179 30.31514 -0.705 -0.608 -0.306
H 12.80515 22.95772 31.75773 0.275 -0.527 -0.632
H 14.37478 23.76944 31.91287 0.030 -0.253 0.409
H 12.48398 25.22442 32.37941 -0.366 0.043 0.071
H 13.28664 27.15122 30.83649 0.196 0.141 0.320
H 14.04909 25.86260 29.86910 -0.207 0.304 -0.327
H 15.03014 27.90254 32.74179 -0.470 0.077 -0.547
H 16.00004 26.62522 33.32723 0.460 -0.281 -0.587
H 14.35861 26.41652 33.50191 -0.645 0.191 -0.186
H 11.34439 23.85877 30.56724 -0.818 -0.404 1.000
H 11.87640 24.74081 29.57189 0.376 1.017 -0.770
C 7.22058 16.15175 35.76606 -0.136 0.268 -0.729
C 8.65444 16.38443 36.25169 -0.780 -1.192 0.337
C 9.70683 16.13622 35.12431 -0.017 -0.191 -0.629
O 9.58178 14.92319 34.38905 1.222 -1.704 0.471
C 10.72943 14.60075 33.56774 -0.779 -0.378 0.359
N 8.75662 17.75173 36.72299 -0.151 -0.159 -0.755
H 6.41975 16.51225 36.41167 0.480 0.227 0.465
H 6.92217 15.13036 35.52976 0.577 -0.126 -0.180
H 7.16025 16.75396 34.85953 -0.426 -0.062 -0.361
H 8.77793 15.78037 37.15054 0.614 -0.616 -0.295
H 10.70438 16.29454 35.53407 0.204 -0.298 0.206
H 9.63751 16.77850 34.24636 -0.471 1.702 0.641
H 10.69752 13.53252 33.35335 -0.476 0.016 -0.149
H 11.72239 14.70369 34.00538 -0.113 0.609 0.665
H 10.72048 15.14415 32.62290 -0.134 0.228 -0.087
H 8.84173 18.19366 35.81880 0.097 1.521 0.268
H 9.64325 17.87220 37.19147 0.276 0.151 -0.148
C 12.12718 19.27384 37.92470 0.223 1.080 -0.277
O 11.86120 18.47021 36.78963 -0.598 0.008 1.107
H 11.33005 19.21137 38.66551 0.155 -0.590 -0.004
H 13.12343 19.17637 38.35606 0.021 -0.976 0.322
H 12.16827 20.33893 37.69666 -0.437 0.388 -0.581
H 12.61043 18.49699 36.19002 0.341 0.004 -0.318
```
Positions in Å, forces in eV/Å.



This record from the Open Molecules 2025 dataset describes C15H17NOS in the gas phase at a distorted geometry. The level of theory is the ωB97M-V functional and the def2-TZVPD basis.

The structure (SMILES) is CCCCNC(=O)Sc1ccc2ccccc2c1. The LUMO energy comes out at 0.03 eV. The value obtained for the HOMO-LUMO gap is 8.248 eV. The calculation puts the relative energy (zero: lowest compared OMol25 entry of this formula, charge and spin) at 231.8 kJ/mol.

Geometry as XYZ:
```
35
Properties=species:S:1:pos:R:3:forces:R:3
O -2.55687 0.53086 2.62100 2.570 -0.898 -4.978
S -2.21257 1.91547 0.44354 0.153 0.045 0.102
C -2.05328 0.44748 1.41594 -2.168 -2.104 4.514
C 3.68038 3.29952 -2.76518 -0.599 -0.734 2.689
C 0.60398 2.20728 0.96354 -0.959 -0.674 -2.621
C 2.57233 3.47474 -3.56799 -4.761 1.193 0.248
C -0.53267 2.23661 0.00370 1.145 0.546 0.808
C 3.48220 3.05127 -1.36828 -0.464 -0.632 -1.948
C 1.86806 2.40578 0.40720 -1.439 0.035 4.193
C 1.20080 3.38609 -3.07936 4.623 -1.067 1.548
C -0.37570 2.69505 -1.28698 3.261 -1.131 2.420
C 2.10098 2.81859 -0.84678 1.503 0.502 -4.448
C 0.96653 2.89921 -1.72796 0.303 1.920 -2.047
N -1.59792 -0.76070 0.82787 -0.870 2.549 1.997
C -0.80472 -5.18446 1.69747 0.893 -1.370 -0.051
C -1.39106 -2.01105 1.58075 0.297 -0.779 -1.042
C -2.09434 -4.50248 1.60893 -0.744 2.908 0.831
C -2.03477 -3.20817 0.76255 -1.384 1.300 2.923
H 4.63399 3.33176 -3.26789 0.395 0.154 0.516
H 0.41360 1.87658 1.98492 0.234 0.261 -0.259
H 2.60268 3.96109 -4.54251 0.570 -0.539 -0.059
H 4.42311 2.86912 -0.79210 -1.320 0.238 -0.011
H 2.71807 2.46957 1.04774 0.464 -0.479 0.733
H 0.43482 3.73890 -3.69142 -1.297 0.160 -0.908
H -1.18930 2.69310 -1.91505 -1.540 0.227 -1.579
H -1.51145 -0.74058 -0.17560 0.225 -0.160 0.085
H -0.40150 -5.40847 0.69838 -0.397 -0.342 0.146
H -0.92758 -6.09228 2.29469 0.360 -0.107 -0.253
H -0.03255 -4.61280 2.11946 1.024 0.933 1.019
H -1.71137 -2.00617 2.62461 -1.083 0.594 -0.422
H -0.32875 -2.13047 1.78262 0.469 -0.234 -0.704
H -2.69656 -5.15634 1.08241 -1.851 -1.323 -0.855
H -2.60698 -4.23473 2.60008 0.884 -0.628 -1.204
H -3.09582 -2.85809 0.61583 0.994 -0.419 -0.315
H -1.54576 -3.40128 -0.15611 0.506 0.054 -1.069
```
Positions in Å, forces in eV/Å.



This record from the Open Molecules 2025 dataset describes C19H31N3O3S in the gas phase at a distorted geometry. The level of theory is the ωB97M-V functional and the def2-TZVPD basis.

The structure (SMILES) is CCCS(=O)(=O)N1CCC[C@@H](C(=O)NCCN(CC)c2ccccc2)C1. The LUMO energy comes out at 0.59 eV. The value obtained for the HOMO-LUMO gap is 8.142 eV. The calculation puts the relative energy (zero: lowest compared OMol25 entry of this formula, charge and spin) at 24.3 kJ/mol.

Geometry as XYZ:
```
57
Properties=species:S:1:pos:R:3:forces:R:3
C 5.43539 -1.32412 1.13592 -0.269 -0.032 -0.019
H 5.78652 -1.99200 1.91890 0.114 -0.058 0.084
C 3.91608 -1.39043 1.01744 0.264 0.143 0.015
C 3.42996 -2.78419 0.67962 -0.881 0.321 -0.010
H 3.65184 -3.50651 1.45958 0.035 -0.151 0.088
H 3.81915 -3.13845 -0.27169 -0.061 -0.107 -0.116
S 1.62503 -2.75184 0.51732 0.771 -0.297 0.191
O 1.17283 -4.07837 0.20356 0.059 -0.126 0.245
O 1.26348 -1.69311 -0.38564 0.051 0.320 0.097
N 1.17860 -2.29939 2.07650 0.347 -0.157 -0.956
C 0.27585 -1.17312 2.12751 -0.272 0.493 -0.360
H 0.66124 -0.42383 1.43541 -0.135 0.148 0.177
C -1.14984 -1.59376 1.74123 -0.062 0.203 0.471
C -2.01167 -0.34029 1.75172 0.180 -0.537 -0.292
O -2.42341 0.17231 2.77254 -0.011 0.120 0.407
N -2.23400 0.17058 0.52201 -0.020 0.131 -0.514
H -1.81295 -0.27134 -0.28046 -0.002 -0.110 0.128
C -2.80883 1.47779 0.31174 0.103 0.392 0.116
H -3.26103 1.78084 1.25856 -0.044 -0.019 -0.131
H -3.57890 1.40862 -0.46017 0.010 0.071 0.077
C -1.72992 2.49786 -0.10298 -0.501 -0.154 0.132
N -1.15812 2.20575 -1.39591 0.046 -0.209 0.189
C -1.71355 2.71751 -2.54971 -0.103 0.027 -0.155
C -2.98552 3.30817 -2.54578 -0.040 0.055 0.173
C -3.54751 3.80893 -3.70338 -0.001 0.028 -0.088
C -2.87692 3.73457 -4.91106 -0.072 0.055 -0.133
C -1.62424 3.14752 -4.93484 -0.066 0.044 -0.042
C -1.04825 2.65221 -3.78209 0.158 -0.107 0.019
H -0.06596 2.21573 -3.85570 0.106 -0.041 0.048
H -1.07848 3.07794 -5.86521 0.050 -0.011 -0.053
H -3.32101 4.12470 -5.81387 -0.036 0.029 -0.072
H -4.52895 4.25934 -3.65714 -0.068 0.024 0.016
H -3.55729 3.38001 -1.63481 -0.024 -0.024 0.095
C 0.13928 1.56423 -1.39957 0.374 0.171 -0.087
C 1.29827 2.56205 -1.32947 -0.203 -0.221 -0.052
H 2.24513 2.02893 -1.34544 0.173 -0.013 0.008
H 1.24259 3.14586 -0.41305 0.015 0.065 0.094
H 1.26518 3.24846 -2.17171 0.032 0.079 -0.068
H 0.23504 0.94070 -2.29081 -0.018 -0.052 0.087
H 0.19846 0.88956 -0.54199 -0.053 0.012 -0.111
H -0.93468 2.47500 0.64645 -0.021 0.054 -0.024
H -2.16219 3.50253 -0.09419 0.076 -0.010 0.036
H -1.10938 -2.02407 0.73548 -0.070 0.078 0.013
C -1.62279 -2.65420 2.73463 0.001 -0.044 -0.190
C -0.66283 -3.84178 2.69975 0.040 0.134 0.089
C 0.77721 -3.38837 2.94697 -0.117 -0.679 0.149
H 1.46571 -4.21496 2.76775 -0.028 -0.061 0.241
H 0.89705 -3.04019 3.97829 0.060 -0.030 -0.059
H -0.70522 -4.31743 1.71852 -0.035 -0.077 0.068
H -0.94194 -4.57852 3.45430 0.007 -0.049 -0.012
H -2.63210 -2.98114 2.47862 -0.028 0.018 0.073
H -1.65600 -2.21157 3.73244 -0.066 0.037 0.010
H 0.28000 -0.76382 3.14195 0.019 -0.038 -0.038
H 3.45568 -1.08067 1.95728 0.003 0.060 -0.037
H 3.57141 -0.71150 0.23575 0.007 0.059 0.049
H 5.75124 -0.31318 1.37911 0.085 0.066 0.021
H 5.90526 -1.61556 0.19981 0.121 -0.023 -0.086
```
Positions in Å, forces in eV/Å.